Model a:
Below is a single C2H3NO2 molecule, with properties calculated with ωB97M-V/def2-TZVPD.

The value obtained for the gap between HOMO and LUMO is 10.77 eV. Its structure (SMILES) is O=C1CON1. For the LUMO energy, the calculation gives 0.37 eV. The calculation puts the HOMO energy at -0.3824 Eh.

```
! wB97M-V def2-TZVPD RIJCOSX def2/J DEFGRID3
* xyz 0 1
C -1.06014 -0.12503 -0.03108
C 0.27727 0.58191 -0.05006
N -0.46058 -1.35362 0.13970
O -2.23218 0.19590 -0.07091
O 0.98039 -0.66750 -0.11317
H 0.33999 1.42799 -0.72113
H 0.30497 1.00701 0.93039
H -0.77711 -2.20030 -0.35823
*
```

=====

Model b:
Below is a single C2H3NO2 molecule, with properties calculated with ωB97M-V/def2-TZVPD.

The value obtained for the gap between HOMO and LUMO (alpha / beta) is 9.04 / 9.04 eV. Its structure (SMILES) is [O-][N+]1=CCO1. For the LUMO energy (alpha / beta), the calculation gives 0.28 / 0.28 eV. The calculation puts the HOMO energy (alpha / beta) at -0.3220 / -0.3220 Eh.

```
! wB97M-V def2-TZVPD RIJCOSX def2/J DEFGRID3
* xyz 0 1
C -0.26331 -0.75098 -0.48647
C -0.45180 0.08271 0.80790
N 0.92029 0.22499 -0.66877
O 1.65119 0.40952 -1.54951
O 0.77188 0.74568 0.67141
H -0.87417 -0.94411 -1.36637
H -1.36190 0.70383 0.79853
H -0.39219 -0.47165 1.79328
*
```

=====

Model c:
Below is a single C2H3NO2 molecule, with properties calculated with ωB97M-V/def2-TZVPD.

The value obtained for the gap between HOMO and LUMO (alpha / beta) is 8.58 / 8.61 eV. For the LUMO energy (alpha / beta), the calculation gives -0.04 / -0.06 eV. The calculation puts the HOMO energy (alpha / beta) at -0.3169 / -0.3189 Eh.

```
! wB97M-V def2-TZVPD RIJCOSX def2/J DEFGRID3
* xyz 0 1
C -0.97375 -0.87775 -0.06827
C -0.21834 1.16928 0.11657
O 1.46771 -1.00644 0.29339
N 0.02817 -0.15265 -0.01720
O -1.87364 -1.60243 -0.14643
H 1.89896 -0.91876 -0.56958
H -0.33588 1.57391 1.11281
H 0.00677 1.81486 -0.72130
*
```

=====

The least stable of the structures above is model b, whereas model a is the most stable.